1.
{
  "formula": "C17H24FIrS5",
  "method": "wB97M-V/def2-TZVPD",
  "species": ["Ir", "C", "C", "S", "C", "C", "S", "C", "C", "S", "H", "H", "H", "H", "H", "H", "H", "H", "H", "H", "H", "H", "C", "C", "S", "C", "C", "S", "H", "H", "H", "H", "H", "H", "F", "C", "C", "C", "C", "C", "C", "C", "H", "H", "H", "H", "H", "H"],
  "xyz": [[-0.6307, 0.1998, -0.6036], [0.1948, -2.5950, 3.1131], [-0.2959, -1.1885, 3.4371], [-0.8187, 0.0032, 2.1458], [-2.5920, -0.2990, 1.9539], [-2.9783, -1.4789, 1.0780], [-1.9288, -1.7157, -0.3872], [-0.5657, -2.8266, 0.1021], [-0.8650, -4.0613, 0.9267], [-1.1290, -3.7697, 2.7020], [0.6670, -2.9820, 4.0173], [0.9625, -2.5976, 2.3418], [0.4910, -0.6445, 3.9611], [-1.1548, -1.2425, 4.1069], [-2.9374, 0.6200, 1.4831], [-3.0713, -0.3699, 2.9314], [-3.9856, -1.3339, 0.6856], [-2.9540, -2.4173, 1.6254], [0.2017, -2.2210, 0.5717], [-0.1807, -3.1209, -0.8769], [-0.0118, -4.7317, 0.8153], [-1.7435, -4.6034, 0.5737], [1.5512, -0.0771, -4.6259], [1.2202, -0.0412, -3.1616], [-0.4417, -0.1293, -2.7788], [2.1712, 0.0188, -2.1608], [3.6421, 0.1062, -2.4401], [1.6997, -0.0311, -0.5164], [0.6448, -0.0773, -5.2286], [2.1281, -0.9692, -4.8742], [2.1416, 0.7953, -4.9094], [3.8510, 0.1496, -3.5062], [4.1598, -0.7595, -2.0246], [4.0667, 0.9924, -1.9666], [2.4559, 4.5790, 1.2592], [1.3942, 3.9408, 0.7702], [1.3733, 3.6068, -0.5662], [0.2597, 2.9407, -1.0515], [-0.8117, 2.5965, -0.2022], [-1.9514, 1.8461, -0.7393], [-0.7549, 2.9952, 1.1545], [0.3381, 3.6638, 1.6405], [2.2045, 3.8768, -1.2019], [0.1951, 2.6911, -2.1034], [-2.1553, 2.0234, -1.7919], [-2.8681, 1.8702, -0.1576], [-1.5908, 2.7819, 1.8081], [0.4029, 3.9864, 2.6703]],
  "charge": 1,
  "homo_ev": [-10.320, -11.256],
  "s_squared": 0.77,
  "mol_weight_g_mol": 599.929,
  "multiplicity": 2,
  "gap_ev": [6.5, 6.4],
  "e_tot_ev": -77745.478
}

2.
{
  "formula": "C17H24MgN4O5",
  "method": "wB97M-V/def2-TZVPD",
  "species": ["O", "H", "Mg", "N", "N", "O", "O", "C", "C", "C", "C", "H", "H", "H", "H", "H", "H", "H", "H", "O", "H", "H", "C", "H", "H", "H", "O", "H", "H", "C", "C", "N", "C", "C", "C", "C", "C", "C", "C", "C", "C", "N", "C", "H", "H", "H", "H", "H", "H", "H", "H"],
  "xyz": [[2.4411, 1.1537, -2.4101], [3.3257, 1.5443, -2.3401], [0.6554, -0.0935, 0.0551], [-1.3305, -0.0046, -0.9795], [0.7807, -1.0484, -1.9001], [-2.6089, 0.1953, -0.3635], [2.0133, -1.4415, -2.4593], [-1.4748, -0.5472, -2.1966], [-0.2263, -1.0078, -2.7711], [-2.8090, -0.8568, -2.7691], [-0.0984, -1.4429, -4.1769], [-3.5071, -0.0066, -2.7651], [-3.2847, -1.6781, -2.2013], [-2.6948, -1.2028, -3.8014], [0.9734, -1.6289, -4.3296], [-0.4573, -0.6660, -4.8638], [-0.6685, -2.3606, -4.3535], [-2.4816, -0.1480, 0.5453], [2.4870, -0.5756, -2.5784], [2.2053, -1.3480, 0.4736], [2.3078, -1.6898, 1.3761], [2.1946, -2.1104, -0.1626], [1.6800, 1.5178, -1.2016], [2.1955, 1.1133, -0.3167], [0.6222, 1.2442, -1.3937], [1.6516, 2.6093, -1.0475], [-1.9335, 3.3682, -0.1503], [-2.0899, 2.3966, -0.2582], [-1.5324, 3.3873, 0.7416], [-1.8378, -2.0554, 3.2765], [-1.3932, -1.5865, 2.0380], [-0.3997, -0.6840, 1.9163], [0.1974, -0.2111, 3.0410], [-0.1315, -0.7454, 4.3312], [-1.1895, -1.6634, 4.4162], [0.6061, -0.3036, 5.4712], [1.5705, 0.6634, 5.3742], [1.8252, 1.3408, 4.1413], [2.7032, 2.4349, 4.0351], [2.8529, 3.0908, 2.8268], [2.0637, 2.6776, 1.7443], [1.3495, 1.5354, 1.7762], [1.1521, 0.8923, 2.9527], [-2.6900, -2.7233, 3.3038], [-1.8479, -1.9459, 1.1122], [-1.4781, -2.0181, 5.4035], [0.3655, -0.7479, 6.4401], [2.1468, 0.9792, 6.2501], [3.2444, 2.7440, 4.9236], [3.5676, 3.8992, 2.6930], [2.0233, 3.2733, 0.8198]],
  "e_above_lowest_kj_mol": 57.6,
  "homo_ev": [-5.726, -4.745],
  "mol_weight_g_mol": 388.707,
  "gap_ev": [5.8, 4.7],
  "e_tot_ev": -39658.994
}

3.
{
  "formula": "C17H24MnN3O3P",
  "method": "wB97M-V/def2-TZVPD",
  "species": ["N", "C", "C", "H", "H", "H", "N", "C", "C", "H", "H", "H", "N", "C", "C", "H", "H", "H", "Mn", "C", "O", "C", "O", "C", "C", "C", "C", "C", "C", "H", "H", "H", "H", "H", "H", "C", "P", "C", "C", "O", "H", "H", "H", "H", "H", "H", "H", "H", "H"],
  "xyz": [[-0.4932, -3.1263, -1.8325], [-0.4311, -2.9613, -2.9817], [-0.3641, -2.7979, -4.4225], [-0.4154, -1.7322, -4.6929], [-1.2009, -3.3259, -4.8996], [0.5726, -3.2250, -4.8066], [-1.0451, -3.5364, 2.7447], [-0.7982, -3.5488, 3.8813], [-0.5316, -3.6247, 5.3053], [-1.1968, -4.3672, 5.7662], [-0.7050, -2.6519, 5.7832], [0.5074, -3.9278, 5.4845], [-0.9068, 2.9234, 0.6920], [-0.3928, 3.9601, 0.7352], [0.2559, 5.2352, 0.8853], [1.0558, 5.1529, 1.6352], [-0.4683, 5.9875, 1.2260], [0.6808, 5.5600, -0.0737], [-1.6331, 1.0279, 0.7058], [-0.1578, 0.4220, 1.6277], [0.6470, -0.1532, 2.2555], [1.0891, -2.7053, 0.8923], [1.8035, -3.1807, 1.6470], [-2.1356, -0.5703, -0.3533], [-2.3975, 0.6031, -1.1001], [-3.1474, 1.6461, -0.5108], [-3.5831, 1.5392, 0.8284], [-3.2913, 0.3800, 1.5848], [-2.5572, -0.6828, 0.9934], [-1.5700, -1.3862, -0.8048], [-1.9996, 0.7115, -2.1115], [-3.3681, 2.5448, -1.0843], [-4.1352, 2.3609, 1.2892], [-3.6047, 0.3227, 2.6279], [-2.2904, -1.5705, 1.5717], [2.3045, -0.7936, -2.2642], [2.2709, 0.6665, -1.2177], [3.6311, 0.5172, -0.0440], [2.5735, 2.1093, -2.2479], [0.9505, 0.7748, -0.4934], [1.7193, -0.5900, -3.1694], [1.8452, -1.6354, -1.7365], [3.3326, -1.0456, -2.5485], [4.5951, 0.4232, -0.5571], [3.6402, 1.4073, 0.5955], [3.4599, -0.3663, 0.5804], [1.8651, 2.1102, -3.0854], [2.4247, 3.0201, -1.6554], [3.5955, 2.0997, -2.6445]],
  "charge": 4,
  "homo_ev": [-21.604, -21.584],
  "s_squared": 3.77,
  "mol_weight_g_mol": 404.309,
  "multiplicity": 4,
  "gap_ev": [7.4, 3.2],
  "e_tot_ev": -69189.731
}

What is the formula in the first record?
C17H24FIrS5

Number 2 is which compound?
C17H24MgN4O5